# 1
The following is a quantum chemistry calculation of 18 unconnected molecules or ions with the total composition C9H52NO18 in a non-equilibrium geometry, from OMol25.

The geometry in XYZ format:
```
80
Properties=species:S:1:pos:R:3:mulliken_spin:R:1
C 1.807 1.479 1.663 0.05
C 0.900 0.345 1.114 -0.13
C -0.422 0.469 1.885 -0.63
C -1.572 -0.384 1.413 0.81
C -1.795 -0.299 -0.040 -0.02
C -0.510 -0.339 -0.980 -0.34
N 0.543 0.535 -0.356 0.10
O 1.508 1.007 -1.144 -0.01
C -0.940 0.227 -2.369 0.01
C -0.224 -1.847 -1.075 0.25
C 1.497 -1.104 1.398 0.24
H 1.940 1.417 2.743 0.03
H 1.467 2.503 1.511 0.00
H 2.824 1.505 1.271 -0.01
H -0.854 1.470 1.912 0.06
H -0.258 0.169 2.920 -0.17
H -2.505 -0.210 1.949 0.20
H -1.271 -1.397 1.681 0.24
H -2.387 0.607 -0.167 -0.12
H -2.530 -1.071 -0.268 0.10
H -1.717 -0.445 -2.734 0.00
H -0.116 0.188 -3.081 0.00
H -1.269 1.262 -2.467 0.02
H -0.787 -2.313 -1.883 0.00
H -0.535 -2.300 -0.133 0.02
H 0.838 -1.993 -1.273 0.01
H 2.231 -1.453 0.672 0.00
H 0.716 -1.847 1.554 -0.05
H 2.123 -1.116 2.290 -0.04
O 4.728 -0.482 4.245 0.02
H 4.931 0.270 3.688 0.00
H 3.776 -0.461 4.339 0.01
O -4.054 -3.060 1.609 -0.40
H -4.303 -2.415 2.271 -0.16
H -3.797 -3.833 2.112 0.36
O -0.256 3.649 0.434 0.02
H 0.144 2.884 0.019 0.00
H -0.327 3.411 1.359 -0.01
O 4.833 0.255 0.126 0.00
H 3.944 0.141 0.461 0.00
H 4.728 0.300 -0.824 0.00
O -4.330 1.286 -3.208 -0.01
H -4.348 1.867 -2.448 0.00
H -3.473 0.862 -3.166 0.01
O 3.539 3.169 -1.179 0.00
H 3.155 3.676 -1.895 0.00
H 2.907 2.469 -1.016 0.00
O -5.292 -1.950 -0.570 0.35
H -4.680 -2.167 0.133 0.11
H -5.739 -1.161 -0.264 0.00
O 0.338 -2.474 -4.307 -0.01
H 0.931 -1.766 -4.054 0.00
H 0.893 -3.253 -4.339 0.00
O -1.604 2.521 5.344 0.05
H -1.503 1.573 5.438 -0.02
H -1.238 2.717 4.482 0.03
O 0.517 3.093 -2.781 0.00
H -0.423 3.059 -2.961 0.00
H 0.680 2.338 -2.216 0.00
O -2.095 3.618 -3.123 0.01
H -2.962 3.611 -2.717 0.00
H -2.236 4.016 -3.982 0.00
O 2.469 -0.834 -2.955 0.00
H 2.014 -0.283 -2.318 0.00
H 3.366 -0.503 -2.962 0.00
O -0.441 -5.139 0.997 0.07
H -0.563 -4.312 0.532 0.09
H -1.195 -5.198 1.584 -0.18
O 1.713 -0.276 4.819 -0.03
H 1.266 -1.074 4.537 0.01
H 1.133 0.434 4.544 0.01
O -0.072 4.068 3.190 0.06
H -0.555 4.731 3.683 -0.02
H 0.828 4.144 3.505 0.00
O 3.697 -3.143 -2.078 0.00
H 2.960 -3.753 -2.108 0.00
H 3.436 -2.423 -2.652 0.00
O -2.196 -3.445 -3.840 0.00
H -2.606 -2.711 -3.382 0.00
H -1.340 -3.112 -4.109 0.01
```

- <S²>: 0.7504
- M: 462.5 g mol⁻¹
- Charge: -2
- Spin multiplicity: 2
- E_tot: -1783.0921 Ha
- Gap between HOMO and LUMO (alpha / beta): 2.1369 / 4.9792 eV
- E_HOMO (alpha / beta): 1.73 / -1.19 eV

=====

# 2
The following is a quantum chemistry calculation of 21 unconnected molecules or ions with the total composition C9H53N3O23S in a non-equilibrium geometry, from OMol25.

The geometry in XYZ format:
```
89
Properties=species:S:1:pos:R:3:mulliken_charge:R:1
N 4.517 3.184 2.824 -0.72
O -0.063 -0.006 2.433 -0.59
O -0.821 -2.486 -0.632 -0.90
C 3.987 3.728 1.947 0.49
N 1.157 0.862 0.233 -0.19
O 0.228 -0.227 0.139 0.02
S 2.970 2.440 -0.929 -0.17
C -0.317 -0.619 1.372 0.35
C -1.620 -2.422 0.293 0.33
C 1.780 1.143 -0.891 0.51
N -1.232 -1.668 1.420 0.38
C -2.805 -3.421 0.353 -0.98
C 1.636 0.293 -2.140 -0.60
C -1.875 -1.952 2.786 -1.07
C 3.285 4.464 0.912 -0.37
C 2.145 3.621 0.196 -0.59
H -3.713 -2.881 0.617 0.38
H -2.849 -3.971 -0.606 0.18
H -2.481 -4.144 1.110 0.57
H 0.575 0.252 -2.463 -0.36
H 2.260 0.648 -2.918 0.79
H 1.906 -0.758 -1.947 0.25
H -2.351 -2.905 2.960 0.51
H -2.655 -1.286 3.151 0.25
H -0.983 -1.903 3.443 0.25
H 2.808 5.369 1.305 0.24
H 4.023 4.786 0.161 0.41
H 1.563 3.110 1.045 0.25
H 1.477 4.154 -0.360 0.47
O 5.939 4.633 5.106 -0.70
H 5.540 4.514 4.184 0.35
H 5.212 4.972 5.723 0.31
O 3.666 7.304 -1.316 -0.65
H 4.610 7.523 -1.607 0.33
H 3.161 8.173 -1.203 0.34
O 3.440 0.318 2.034 -0.63
H 2.479 0.558 1.826 0.22
H 3.970 1.176 2.114 0.29
O 4.508 -0.552 -0.530 -0.61
H 3.707 -0.568 0.088 0.37
H 5.344 -0.608 0.038 0.28
O -1.254 3.415 -0.286 -0.63
H -1.641 4.314 -0.538 0.29
H -1.720 3.095 0.553 0.28
O 0.284 4.552 -2.474 -0.66
H 0.093 4.030 -1.628 0.25
H -0.562 4.575 -3.028 0.31
O 3.297 7.682 1.542 -0.64
H 2.546 8.162 2.021 0.33
H 3.017 7.539 0.581 0.29
O -1.094 -0.301 -4.192 -0.74
H -1.745 -0.016 -4.913 0.30
H -1.416 0.075 -3.310 0.30
O -1.735 1.373 -2.051 -0.70
H -2.219 0.657 -1.524 0.31
H -1.448 2.099 -1.407 0.31
O -3.986 -0.826 -1.611 -0.60
H -4.123 -0.272 -0.775 0.32
H -4.479 -0.376 -2.371 0.28
O -2.645 -4.192 -3.402 -0.64
H -3.301 -3.549 -3.827 0.28
H -1.723 -3.779 -3.450 0.38
O 1.223 -0.010 -5.375 -0.75
H 1.183 -0.690 -6.123 0.32
H 0.312 0.027 -4.935 0.43
O 0.087 -2.540 -3.199 -0.77
H -0.249 -2.452 -2.248 0.55
H -0.125 -1.681 -3.689 0.50
O 0.044 -5.348 -0.088 -0.64
H -0.236 -4.497 -0.558 0.34
H 0.399 -5.101 0.827 0.32
O -4.034 -6.574 -0.849 -0.65
H -3.185 -6.977 -0.475 0.34
H -4.388 -5.905 -0.177 0.33
O -5.000 -3.261 4.140 -0.67
H -5.557 -2.416 4.148 0.32
H -5.558 -4.002 3.734 0.31
O -2.759 -4.018 5.384 -0.67
H -2.235 -3.184 5.617 0.32
H -3.640 -3.732 4.975 0.39
O 3.656 -1.062 -4.359 -0.64
H 3.573 -2.046 -4.140 0.31
H 2.745 -0.725 -4.642 0.41
O 1.117 -0.541 5.170 -0.65
H 1.382 -1.477 5.446 0.31
H 1.723 -0.252 4.412 0.33
O -5.930 -4.667 0.183 -0.64
H -6.252 -4.888 1.116 0.30
H -6.570 -5.087 -0.479 0.32
```

- M: 603.6 g mol⁻¹
- E_tot: -2667.5286 Ha
- Gap between HOMO and LUMO: 8.0442 eV
- E_HOMO: -9.00 eV

=====

# 3
The following is a quantum chemistry calculation of a molecular structure, C9H5BCl5F4IrNO4S2Se in a non-equilibrium geometry, from OMol25.

The geometry in XYZ format:
```
33
Properties=species:S:1:pos:R:3:mulliken_charge:R:1
Ir -0.019 0.610 -0.199 1.44
Cl -1.731 2.739 0.057 -0.15
C -2.384 1.552 1.106 1.41
C -1.807 0.293 1.011 -1.19
C -2.226 -0.690 1.889 0.24
Cl -1.475 -2.220 1.833 -0.18
C -3.218 -0.427 2.836 -0.05
Cl -3.731 -1.648 3.917 -0.21
C -3.780 0.844 2.911 0.54
Cl -4.965 1.184 4.099 -0.21
C -3.366 1.851 2.039 -0.31
Cl -4.026 3.420 2.150 -0.22
F -1.060 0.497 -2.267 -0.50
B -2.154 -0.467 -2.588 0.60
F -1.658 -1.685 -2.216 -0.38
F -2.408 -0.375 -3.916 -0.33
F -3.222 -0.104 -1.820 -0.35
S 1.352 -1.366 -0.718 -0.35
C 2.570 -1.144 0.439 0.43
N 3.262 -0.041 0.602 -0.03
C 4.322 -0.041 1.580 -0.44
C 4.254 -1.350 2.366 -0.52
S 3.100 -2.447 1.453 -0.12
H 2.850 0.867 0.302 0.30
H 4.172 0.820 2.240 0.18
H 5.283 0.066 1.064 0.33
H 3.841 -1.190 3.360 0.34
H 5.217 -1.852 2.434 0.38
O 1.663 2.074 0.144 -0.90
Se 1.376 2.236 1.809 1.22
O 2.779 2.329 2.545 -0.75
O 0.685 0.764 2.072 -0.57
O 0.414 3.431 2.136 -0.66
```

- M: 790.5 g mol⁻¹
- Charge: -1
- Energy above the lowest of the compared OMol25 structures with the same formula, charge and spin: 7.6 kcal/mol
- E_tot: -6729.2789 Ha
- Gap between HOMO and LUMO (alpha / beta): 6.9171 / 6.9175 eV
- E_HOMO (alpha / beta): -6.13 / -6.13 eV

=====

# 4
The following is a quantum chemistry calculation of a single C9H5ClN4O molecule in a non-equilibrium geometry, from OMol25.

The geometry in XYZ format:
```
20
Properties=species:S:1:pos:R:3:mulliken_charge:R:1
C 0.316 2.995 -0.352 -0.06
C 0.093 0.528 -1.608 0.67
C 2.594 0.088 0.421 0.40
C 2.107 -1.101 1.029 0.16
C 0.529 1.679 1.783 0.32
C -0.200 -0.729 0.524 -1.02
C -0.163 1.895 0.408 0.40
C 0.853 -0.674 1.731 0.21
C -0.157 0.539 -0.351 -0.53
N 0.783 3.859 -0.939 -0.45
N 0.254 0.412 -2.814 -0.65
N 0.944 0.620 2.370 -0.59
N 2.873 1.113 0.013 -0.36
O 2.554 -2.180 0.781 -0.52
Cl 0.590 3.048 2.794 -0.15
H -0.033 -1.650 -0.088 0.44
H -1.167 -0.716 0.988 0.37
H -1.100 2.136 0.763 0.55
H 0.641 -1.461 2.350 0.56
H 1.164 0.548 -3.100 0.28
```

- M: 220.6 g mol⁻¹
- Energy above the lowest of the compared OMol25 structures with the same formula, charge and spin: 0.0 kcal/mol
- E_tot: -1100.2903 Ha
- Gap between HOMO and LUMO: 8.7885 eV
- E_HOMO: -9.61 eV